Entry 1:
Here is a cluster of 2 separate species, CH4N2S2 in total at a distorted geometry from the OMol25 dataset. Energies are from ωB97M-V/def2-TZVPD.

Geometry as XYZ:
```
9
Properties=species:S:1:pos:R:3:mulliken_charge:R:1
N 1.575 0.281 -0.609 -0.23
H 3.113 -0.731 1.785 0.21
C -0.901 1.718 0.405 -0.30
S 3.031 0.252 -0.840 0.28
H -0.773 -0.118 0.065 0.29
H -0.043 1.739 1.002 0.31
S 4.195 -0.460 0.845 -0.29
N -1.310 0.693 -0.184 -0.48
H -1.411 2.709 0.043 0.21
```

Summary:
- Kohn-Sham gap: 0.3071 hartree
- Energy relative to the best compared isomer or geometry (same formula, charge and spin): 75.29 kcal/mol
- Largest force on an atom: 3.8 eV Å⁻¹
- Lowest unoccupied orbital energy: -0.048 Eh
- Total charge: 0
- Highest occupied orbital energy: -9.66 eV

Entry 2:
Here is the molecule C5H6N2S at a distorted geometry from the OMol25 dataset. Energies are from ωB97M-V/def2-TZVPD.

Geometry as XYZ:
```
14
Properties=species:S:1:pos:R:3:mulliken_charge:R:1
C 0.341 1.268 -0.720 -0.46
H -0.504 1.737 -1.223 0.21
H -1.153 -2.354 1.436 0.37
C 0.088 -0.166 -0.605 0.40
H 1.506 1.754 1.025 0.32
H 1.227 1.463 -1.302 0.33
H -0.175 -3.279 -1.025 0.39
C 0.470 1.789 0.714 -0.53
H 0.050 2.812 0.805 0.33
N 0.223 -1.203 -1.370 -0.69
N -0.433 -0.502 0.594 0.06
C -0.680 -1.845 0.597 -0.24
C -0.269 -2.272 -0.622 -0.40
S -0.691 0.798 1.696 -0.08
```

Summary:
- Kohn-Sham gap: 0.3333 hartree
- Energy relative to the best compared isomer or geometry (same formula, charge and spin): 21.11 kcal/mol
- Largest force on an atom: 1.4 eV Å⁻¹
- Lowest unoccupied orbital energy: 0.023 Eh
- Total charge: 0
- Highest occupied orbital energy: -8.44 eV

Entry 3:
Here is a structure of composition CH2NaO2Tl at a distorted geometry from the OMol25 dataset. Energies are from ωB97M-V/def2-TZVPD.

Geometry as XYZ:
```
7
Properties=species:S:1:pos:R:3:mulliken_charge:R:1
Tl 0.573 -1.681 1.139 0.37
Na 3.074 0.681 0.061 0.87
H -1.067 0.018 -1.268 0.19
C -1.175 0.375 -0.221 0.08
O 1.318 -0.405 -0.341 -1.23
O -1.388 -0.453 0.693 -0.52
H -1.335 1.464 -0.063 0.23
```

Summary:
- Kohn-Sham gap: 0.2138 hartree
- Energy relative to the best compared isomer or geometry (same formula, charge and spin): 26.98 kcal/mol
- Largest force on an atom: 3.3 eV Å⁻¹
- Lowest unoccupied orbital energy: -0.030 Eh
- Total charge: 0
- Highest occupied orbital energy: -6.64 eV

Entry 4:
Here is a structure of composition C19H34BO10PS at a distorted geometry from the OMol25 dataset. Energies are from ωB97M-V/def2-TZVPD.

Geometry as XYZ:
```
66
Properties=species:S:1:pos:R:3:mulliken_charge:R:1
H -4.572 2.066 1.379 0.42
C 0.680 0.451 -0.013 1.37
H 0.285 -0.328 3.093 0.52
C 0.693 -0.123 -1.286 -0.94
H -1.199 -1.885 1.508 0.61
C 5.596 -6.094 -2.875 -0.65
P 4.317 -3.861 -3.428 1.00
O -1.692 -0.080 4.111 -0.50
H -5.863 0.733 -0.080 0.37
O 3.036 -3.402 -2.585 -0.21
H -4.348 -0.045 -0.695 0.20
O -2.156 4.626 3.497 -0.57
S -1.144 0.646 5.422 1.24
H 4.875 -4.177 -6.114 0.30
C -4.861 0.893 -0.481 -0.50
H -1.180 -2.893 -0.694 0.52
H 0.846 2.632 0.101 0.19
H -1.014 2.847 0.770 -0.03
C 3.194 -3.137 -1.192 -0.19
H 0.032 -1.713 -2.573 0.52
H 2.198 1.806 -0.636 0.54
H 0.066 4.908 0.088 0.41
O 4.440 -5.281 -2.613 -0.33
H 1.234 0.400 -2.068 0.42
O 5.585 -3.159 -3.073 -0.66
C -2.766 0.463 2.100 -2.28
H 0.437 4.886 1.865 0.32
H -5.117 2.699 -1.647 0.34
H 0.582 1.261 2.479 0.02
C -0.644 -1.963 -0.554 -1.24
H -0.903 5.870 1.199 0.40
C -4.006 1.723 0.507 -0.22
C -0.658 -1.390 0.706 0.08
H 3.948 -2.819 -6.766 0.24
C -0.335 4.943 1.100 -1.44
O 3.777 -3.037 -4.733 -0.27
C -4.956 1.634 -1.833 -1.32
C -0.110 0.423 2.408 -1.79
H 5.360 -7.115 -2.581 0.23
H -3.712 2.627 -0.037 0.01
H 5.861 -6.083 -3.931 0.28
O -0.775 2.092 4.764 -0.43
H 2.046 1.752 1.089 0.38
C 0.028 -1.302 -1.571 -0.78
O -2.173 0.743 6.392 -0.63
H -2.654 2.116 4.069 0.30
C 4.564 -3.149 -5.932 -0.70
O 0.106 0.125 5.847 -0.61
H 6.435 -5.734 -2.282 0.28
H 2.532 -2.315 -0.929 -0.20
C -1.641 2.179 3.619 -0.44
C -0.037 -0.182 1.018 0.83
H -2.258 4.049 0.756 0.24
H -3.642 0.693 2.717 0.54
H -2.458 5.288 2.863 0.30
H -5.745 1.234 -2.469 0.41
H 4.218 -2.861 -0.939 0.37
C -1.332 3.756 1.276 -0.08
C -1.529 0.819 2.929 2.81
B -1.725 3.540 2.787 0.52
H 5.441 -2.508 -5.856 0.30
H 2.904 -4.018 -0.618 0.25
H -2.773 -0.627 1.996 0.39
O -2.794 1.054 0.828 -0.03
C 1.461 1.737 0.168 -1.76
H -4.003 1.566 -2.365 0.31
```

Summary:
- Kohn-Sham gap: 0.3263 hartree
- Energy relative to the best compared isomer or geometry (same formula, charge and spin): 18.45 kcal/mol
- Largest force on an atom: 6.2 eV Å⁻¹
- Lowest unoccupied orbital energy: -0.007 Eh
- Total charge: 0
- Highest occupied orbital energy: -9.08 eV

Entry 5:
Here is a structure of composition C27H37N5O3P2PdS from the OMol25 dataset. Energies are from ωB97M-V/def2-TZVPD.

Geometry as XYZ:
```
76
Properties=species:S:1:pos:R:3:mulliken_charge:R:1
C 1.156 -0.433 1.557 1.26
H -2.082 3.819 -2.748 0.59
C -4.079 -0.331 5.221 -1.62
C 2.554 -2.170 2.584 -1.10
H 0.440 -2.204 2.572 0.56
H -0.056 0.352 -5.760 0.51
H -4.516 0.670 5.267 0.32
Pd -0.234 0.230 -1.352 0.20
H -2.747 1.558 0.690 0.20
H -4.880 -1.035 5.007 0.38
H -1.876 -2.402 -2.217 0.44
N -0.072 -0.104 1.189 0.85
N 1.249 2.184 0.241 -0.17
C -2.297 2.363 0.108 -1.27
H -0.289 3.045 -4.543 0.59
C -1.743 0.165 4.429 -1.05
H -3.909 0.493 -1.543 0.39
H -1.728 2.046 -4.445 0.41
P -1.848 1.721 -1.517 0.92
C -2.314 -0.922 1.910 -0.12
C 2.371 0.265 1.145 0.24
H -3.617 -4.164 -1.034 0.45
S 1.764 -1.814 -1.782 0.85
N 2.359 1.583 0.731 0.53
H 0.915 4.111 -0.456 0.45
C -0.788 0.174 3.445 -0.26
C 1.624 3.409 -0.046 -0.25
H 2.065 2.245 -2.866 0.22
C 2.979 -2.970 -1.211 -1.25
C -1.039 -0.332 2.142 -0.08
N -2.559 -1.684 0.764 -0.11
N -1.918 -1.418 -0.389 1.07
H 4.496 0.168 1.064 0.39
C -3.262 -0.911 2.916 -0.58
O 1.836 -1.798 -3.225 -0.67
H 0.514 -1.053 -4.805 0.39
H -1.200 -0.576 -4.771 0.34
C 5.052 -2.144 2.307 -1.62
H 3.535 4.564 0.196 0.50
C 3.717 -1.517 2.104 0.33
H -1.524 0.600 5.396 0.47
H 0.157 0.674 3.611 0.58
C 1.334 -1.644 2.334 -0.15
C 3.416 2.468 0.796 -0.14
H -0.447 3.574 -2.116 0.15
H -4.054 2.054 -2.386 0.46
H -1.419 2.730 0.635 0.20
H 2.025 1.889 -4.617 0.54
H -3.029 3.165 -0.006 0.61
H 2.679 -3.349 -0.237 0.31
H -4.228 -1.357 2.721 0.52
H -3.864 -3.210 1.507 0.46
C -1.295 3.080 -2.594 -0.37
H 5.174 -2.959 1.586 0.33
C -0.858 2.390 -3.883 -1.08
C -3.420 1.179 -2.231 -1.31
C -3.320 -2.817 0.666 -0.14
C 1.875 1.478 -3.617 -1.19
H 2.646 -3.121 3.092 0.47
H 4.366 2.190 1.215 0.45
C -3.011 -0.367 4.176 0.45
O 0.453 -2.207 -1.250 -0.62
C 3.597 -0.320 1.411 -0.98
C -2.284 -2.373 -1.220 -0.46
P 0.168 0.915 -3.469 1.24
H -3.279 0.665 -3.180 0.36
H 5.865 -1.438 2.155 0.40
H 5.130 -2.586 3.300 0.43
H 3.938 -2.459 -1.159 0.32
H 2.546 0.641 -3.446 0.29
H 3.029 -3.783 -1.931 0.52
H -3.668 -0.548 6.206 0.42
O 2.096 -0.489 -1.193 -0.52
C -0.173 -0.214 -4.832 -1.53
C -3.177 -3.279 -0.608 -1.40
C 2.981 3.647 0.289 -1.36
```

Summary:
- Kohn-Sham gap (spin up / spin down): 0.2026 / 0.2026 hartree
- Energy relative to the best compared isomer or geometry (same formula, charge and spin): 22.39 kcal/mol
- Largest force on an atom: 0.6 eV Å⁻¹
- Lowest unoccupied orbital energy (spin up / spin down): -0.302 / -0.302 Eh
- Total charge: +2
- Highest occupied orbital energy (spin up / spin down): -13.72 / -13.73 eV

Entry 6:
Here is a structure of composition C25H31N5OsP from the OMol25 dataset. Energies are from ωB97M-V/def2-TZVPD.

Geometry as XYZ:
```
63
Properties=species:S:1:pos:R:3:mulliken_charge:R:1
C -1.836 -1.505 -4.434 -0.81
N 2.337 -0.485 2.810 -0.04
N 1.140 -0.724 4.733 -0.36
N 3.942 -0.446 1.160 0.10
H 1.998 -0.874 5.240 0.18
Os -0.300 0.199 0.718 0.53
P -2.473 0.272 -0.274 1.33
C 1.102 -0.504 3.418 0.74
H -6.439 0.539 -1.953 0.58
C -2.161 -1.850 -2.054 0.59
C -6.508 -1.522 1.382 -0.78
H -1.680 -1.925 -5.419 0.46
C -4.082 -0.374 0.352 0.97
C -2.605 2.055 -0.373 0.83
H 0.791 2.376 -0.347 0.62
C 4.994 -0.530 2.186 -1.12
C -3.699 4.183 -0.198 -0.93
C -5.303 -0.398 -0.434 0.96
H -4.601 4.770 -0.099 0.49
H 4.316 0.571 -0.666 0.38
N 1.706 -0.172 0.566 -0.68
H 0.294 -0.722 5.280 0.21
H -1.824 0.534 -5.123 0.50
H 4.880 0.260 2.929 0.46
C -0.120 1.822 -0.576 -1.72
H 3.120 -0.657 3.420 0.16
C -1.917 -0.127 -4.272 -0.88
H -2.404 5.889 -0.231 0.44
C -2.462 4.810 -0.272 -0.76
H 3.738 -1.118 -0.835 0.46
H -5.326 -1.840 3.159 0.48
C -2.249 -0.459 -1.905 1.10
C -1.295 4.064 -0.386 -0.86
N -0.014 -0.309 2.762 -0.47
C -6.490 -1.011 0.120 -0.75
H 5.376 -0.797 -0.308 0.36
H 5.953 -0.374 1.702 0.35
C -2.122 0.393 -3.006 -0.47
H -3.368 -2.934 -0.616 0.25
C 2.657 -0.364 1.470 0.65
H -0.011 1.403 -1.585 0.55
H -0.337 4.566 -0.437 0.51
C -5.424 0.176 -1.780 -1.65
H -5.264 -0.636 -2.511 0.41
H -3.238 -0.890 2.224 0.35
H -4.741 2.319 -0.154 0.32
C -1.353 2.679 -0.447 0.65
C -3.774 2.799 -0.239 -0.88
H -1.949 -3.798 -1.176 0.50
C 4.355 -0.437 -0.251 -1.12
H -1.884 -3.418 -3.479 0.50
H 5.014 -1.515 2.656 0.39
H -7.404 -1.964 1.796 0.48
C -5.331 -1.452 2.148 -0.58
C -1.952 -2.347 -3.337 -0.78
H -1.775 -2.497 -0.007 0.13
H -7.380 -1.034 -0.496 0.54
C -2.320 -2.812 -0.903 -1.34
H -0.813 -0.337 3.384 0.09
H -4.696 0.950 -2.001 0.19
H 2.089 -0.051 -0.363 0.17
C -4.129 -0.888 1.609 -0.43
H -2.191 1.467 -2.874 0.46
```

Summary:
- Kohn-Sham gap (spin up / spin down): 0.2876 / 0.1658 hartree
- Energy relative to the best compared isomer or geometry (same formula, charge and spin): 4.06 kcal/mol
- Largest force on an atom: 0.4 eV Å⁻¹
- Lowest unoccupied orbital energy (spin up / spin down): -0.318 / -0.449 Eh
- Expectation value of S²: 6.03
- Total charge: +3
- Highest occupied orbital energy (spin up / spin down): -16.47 / -16.73 eV
- Spin multiplicity: 5